# 1
# C16H20ClF3N2OPS

2 unconnected molecules or ions with the total composition C16H20ClF3N2OPS in a non-equilibrium geometry (the ωB97M-V functional and the def2-TZVPD basis, OMol25).

```
45
C16H20ClF3N2OPS (the ωB97M-V functional and the def2-TZVPD basis)
C -2.571 0.461 1.493
C -1.359 1.089 0.861
C -0.407 0.313 -0.269
C 0.359 -1.099 0.105
P 0.170 -1.879 1.880
O 1.817 -1.794 2.519
Cl -0.521 -3.885 1.752
C 1.309 -1.826 -1.063
C 1.469 -1.100 -2.540
C 2.397 -1.800 -3.742
C 3.440 -2.936 -3.171
C 0.631 0.320 -2.760
C 0.782 1.070 -4.225
C 1.646 2.451 -4.028
C 3.284 2.238 -4.040
F 3.854 2.291 -5.434
F 3.756 1.076 -3.251
F 3.853 3.457 -3.353
N -0.255 0.937 -1.672
S -1.197 2.428 -1.911
H -2.707 0.495 2.655
H -3.361 -0.008 0.732
H -1.118 2.199 1.193
H 2.385 -1.238 1.884
H 1.838 -2.846 -0.790
H 2.883 -1.006 -4.460
H 1.607 -2.392 -4.413
H 4.294 -2.523 -2.486
H 2.883 -3.860 -2.666
H 3.980 -3.396 -4.131
H 1.166 0.364 -5.081
H -0.328 1.378 -4.539
H 1.408 3.027 -3.012
H 1.370 3.178 -4.911
H -2.249 2.145 -2.840
N -2.776 -0.209 6.009
C -2.669 0.793 6.937
C -3.937 1.097 7.383
C -4.838 0.243 6.703
C -4.094 -0.555 5.864
H -2.002 -0.629 5.510
H -1.704 1.205 7.200
H -4.185 1.850 8.119
H -5.914 0.213 6.815
H -4.389 -1.336 5.176
```

Results
Orbital gap   4.5976 eV
HOMO level   -9.94 eV
Charge   +1

Results of the Löwdin charge analysis, in e, for atoms 1 through 8: number 1, C, carries 0.02; number 2, C, carries -0.18; number 3, C, carries -0.11; number 4, C, carries -0.27; number 5, P, carries 0.59; number 6, O, carries -0.39; number 7, Cl, carries 0.14; number 8, C, carries 0.07


# 2
# C16H20F12O8

4 unconnected molecules or ions with the total composition C16H20F12O8 in a non-equilibrium geometry (the ωB97M-V functional and the def2-TZVPD basis, OMol25).

```
56
C16H20F12O8 (the ωB97M-V functional and the def2-TZVPD basis)
C 0.524 -1.240 -7.161
C 0.668 0.090 -6.461
O 1.783 0.046 -5.568
C 1.947 1.129 -4.833
O 1.330 2.151 -4.913
C 3.076 0.966 -3.805
F 2.653 1.447 -2.631
F 3.393 -0.326 -3.630
F 4.175 1.624 -4.159
H 0.476 -2.106 -6.507
H 1.384 -1.397 -7.822
H -0.343 -1.152 -7.814
H -0.222 0.326 -5.871
H 0.758 0.874 -7.212
C -5.185 -2.172 -1.256
C -4.827 -3.036 -0.050
O -3.434 -3.371 0.002
C -2.625 -2.380 0.314
O -2.940 -1.277 0.650
C -1.135 -2.752 0.184
F -0.942 -4.003 -0.235
F -0.571 -1.921 -0.699
F -0.523 -2.603 1.365
H -6.234 -2.368 -1.491
H -4.581 -2.432 -2.121
H -5.121 -1.114 -1.013
H -5.348 -3.991 -0.105
H -5.172 -2.569 0.873
C -1.766 0.381 3.677
C -1.287 0.935 5.015
O -2.358 1.673 5.616
C -2.049 2.358 6.699
O -1.005 2.365 7.278
C -3.244 3.202 7.181
F -2.937 3.834 8.311
F -3.571 4.117 6.250
F -4.318 2.421 7.402
H -2.272 1.143 3.093
H -2.435 -0.453 3.894
H -0.898 -0.027 3.168
H -0.433 1.600 4.884
H -0.975 0.111 5.654
C 5.578 1.504 -0.864
C 5.495 0.639 0.382
O 4.204 -0.028 0.448
C 3.214 0.679 0.950
O 3.269 1.779 1.414
C 1.869 -0.070 0.849
F 2.010 -1.319 0.406
F 1.272 -0.119 2.048
F 1.073 0.590 0.007
H 6.418 2.186 -0.735
H 4.652 2.077 -0.918
H 5.679 0.942 -1.788
H 5.635 1.217 1.291
H 6.216 -0.176 0.353
```

Results
Orbital gap   11.6135 eV
HOMO level   -11.10 eV
Relative energy (zero: lowest compared OMol25 entry of this formula, charge and spin)   7.3 kcal per mole
Charge   0

Results of the Löwdin charge analysis, in e, for atoms 1 through 8: number 1, C, carries -0.06; number 2, C, carries -0.21; number 3, O, carries 0.05; number 4, C, carries -0.40; number 5, O, carries 0.18; number 6, C, carries -0.55; number 7, F, carries 0.16; number 8, F, carries 0.16


# 3
# C16H20F12O8

4 unconnected molecules or ions with the total composition C16H20F12O8 in a non-equilibrium geometry (the ωB97M-V functional and the def2-TZVPD basis, OMol25).

```
56
C16H20F12O8 (the ωB97M-V functional and the def2-TZVPD basis)
C 0.789 -13.407 -23.011
C 0.543 -12.547 -21.775
O 0.703 -11.226 -22.160
C 1.328 -10.265 -21.286
O 1.701 -10.496 -20.146
C 1.499 -8.870 -21.832
F 0.845 -8.801 -23.007
F 0.936 -7.941 -21.017
F 2.831 -8.629 -21.918
H 1.861 -13.314 -23.181
H 0.285 -13.053 -23.911
H 0.604 -14.473 -22.884
H 1.218 -12.810 -20.961
H -0.504 -12.685 -21.506
C 6.469 -18.056 -28.230
C 4.987 -18.105 -27.908
O 4.512 -16.811 -27.562
C 3.821 -16.575 -26.490
O 3.518 -17.445 -25.718
C 3.484 -15.075 -26.195
F 4.412 -14.260 -26.666
F 2.299 -14.794 -26.741
F 3.441 -14.873 -24.874
H 7.082 -17.448 -27.565
H 6.529 -17.529 -29.182
H 6.967 -19.015 -28.374
H 5.004 -18.723 -27.010
H 4.522 -18.585 -28.769
C -7.020 -12.383 -20.114
C -6.205 -11.468 -19.232
O -5.161 -10.921 -20.098
C -3.962 -11.514 -20.341
O -3.507 -12.613 -19.916
C -3.205 -10.690 -21.440
F -3.062 -11.521 -22.514
F -3.873 -9.532 -21.710
F -1.994 -10.347 -21.077
H -7.672 -12.808 -19.350
H -6.484 -13.283 -20.416
H -7.558 -11.844 -20.893
H -5.603 -11.912 -18.438
H -6.772 -10.614 -18.862
C -1.240 -12.927 -18.026
C -0.896 -11.962 -17.007
O -1.376 -10.690 -17.489
C -1.702 -9.660 -16.599
O -1.583 -9.775 -15.374
C -2.130 -8.341 -17.285
F -1.362 -7.338 -16.953
F -2.256 -8.540 -18.676
F -3.299 -8.084 -16.809
H -2.324 -13.004 -17.937
H -0.640 -13.834 -17.949
H -1.138 -12.497 -19.023
H 0.194 -11.979 -17.023
H -1.380 -12.267 -16.079
```

Results
2S+1   2
Orbital gap (alpha / beta)   7.9554 / 1.8693 eV
HOMO level (alpha / beta)   -12.52 / -12.52 eV
Relative energy (zero: lowest compared OMol25 entry of this formula, charge and spin)   6.7 kcal per mole
Charge   +1

Results of the Löwdin charge analysis, in e, for atoms 1 through 8: number 1, C, carries -0.04; number 2, C, carries -0.26; number 3, O, carries -0.01; number 4, C, carries -0.26; number 5, O, carries 0.14; number 6, C, carries -0.51; number 7, F, carries 0.17; number 8, F, carries 0.15


# 4
# C16H20GaN4SSeSi

A molecular structure, C16H20GaN4SSeSi (the ωB97M-V functional and the def2-TZVPD basis, OMol25).

```
44
C16H20GaN4SSeSi (the ωB97M-V functional and the def2-TZVPD basis)
Ga -0.079 -0.371 -0.149
N -3.300 2.471 -0.374
C -2.159 1.781 -0.271
S -2.270 0.043 -0.358
N -1.057 2.478 -0.118
N 0.054 1.703 -0.021
C 1.209 2.263 -0.017
C 1.455 3.716 -0.087
C 0.864 4.586 0.825
C 1.126 5.944 0.749
C 1.956 6.441 -0.248
C 2.537 5.577 -1.166
C 2.298 4.215 -1.079
C 2.339 1.297 0.055
C 3.643 1.676 0.300
C 4.617 0.687 0.380
C 4.259 -0.637 0.218
C 2.926 -0.943 -0.005
N 1.995 0.006 -0.085
H -4.179 2.006 -0.507
H -3.265 3.476 -0.330
H 0.200 4.200 1.586
H 0.674 6.618 1.464
H 2.149 7.504 -0.310
H 3.177 5.963 -1.948
H 2.753 3.541 -1.796
H 3.886 2.720 0.433
H 5.647 0.959 0.573
H 4.989 -1.432 0.269
H 2.566 -1.957 -0.123
C 1.741 -5.419 -0.056
Si -0.033 -4.948 0.118
C -0.776 -5.345 1.754
C -1.081 -5.363 -1.337
Se -0.009 -2.602 0.136
H 1.882 -6.504 -0.082
H 2.305 -5.023 0.789
H 2.136 -5.001 -0.983
H -0.892 -6.421 1.905
H -1.759 -4.878 1.823
H -0.143 -4.950 2.549
H -1.218 -6.441 -1.457
H -0.617 -4.971 -2.243
H -2.060 -4.900 -1.215
```

Results
Orbital gap   7.1002 eV
HOMO level   -11.30 eV
Relative energy (zero: lowest compared OMol25 entry of this formula, charge and spin)   0.0 kcal per mole
Charge   +1

Results of the Löwdin charge analysis, in e, for atoms 1 through 8: number 1, Ga, carries 0.08; number 2, N, carries 0.11; number 3, C, carries -0.79; number 4, S, carries 0.74; number 5, N, carries 0.04; number 6, N, carries -0.04; number 7, C, carries -0.14; number 8, C, carries -0.19